1.
C24H54Cl6N6O6 | ωB97M-V with the def2-TZVPD basis set

Each line ends with the Mulliken charge.
Atoms and positions in Å:
C  -1.67124  5.28690  2.47339  -1.01
N  -1.37002  3.90681  2.93363  0.24
C  -1.75181  3.65045  4.33146  -0.89
C  -0.89718  2.92246  2.15086  0.39
O  -0.57419  1.80931  2.61884  -0.73
H  -2.72839  5.49409  2.30720  0.34
H  -1.21517  5.46355  1.49928  0.30
H  -1.13534  6.06470  3.01738  0.34
H  -1.78433  2.58377  4.55332  0.06
H  -1.10340  4.23185  4.98693  0.36
H  -2.73941  4.00982  4.62058  0.36
H  -0.56489  3.25268  1.15449  0.26
C  4.44896  -0.38804  -2.69824  -0.89
N  4.79876  0.86011  -3.25842  0.12
C  4.85119  0.92380  -4.74307  -0.92
C  4.76455  1.97084  -2.48693  0.45
O  4.83555  3.12608  -2.91731  -0.63
H  4.33588  -0.38423  -1.61412  0.29
H  5.20331  -1.15559  -2.87122  0.34
H  3.43265  -0.65917  -2.98409  0.24
H  5.22062  1.80291  -5.27108  0.32
H  5.46071  0.15921  -5.22470  0.34
H  3.82110  0.85831  -5.09339  0.30
H  4.54412  1.79674  -1.42236  0.06
C  0.27295  -2.94552  2.84710  -0.31
N  0.39692  -4.15958  2.03686  0.27
C  1.73664  -4.60189  1.72099  -1.18
C  -0.67426  -4.86356  1.71948  0.10
O  -0.67696  -5.89369  1.06354  -0.64
H  0.69553  -2.13203  2.25738  0.17
H  0.74631  -3.09548  3.81743  0.44
H  -0.76829  -2.64350  2.95984  -0.48
H  1.63740  -5.59201  1.27611  0.44
H  2.33261  -3.86230  1.18626  0.29
H  2.34474  -4.81561  2.59999  0.36
H  -1.55946  -4.36714  2.14632  0.44
C  -4.64092  -0.01150  -2.98983  -0.87
N  -4.35203  0.97934  -1.95082  0.17
C  -4.54111  2.29749  -2.42198  -0.97
C  -4.06284  0.58162  -0.69874  0.24
O  -3.64905  1.27541  0.26065  -0.66
H  -5.62613  0.09361  -3.44416  0.34
H  -4.54022  -1.02017  -2.58913  0.27
H  -3.99093  0.15885  -3.84808  0.31
H  -4.46177  2.95349  -1.55510  0.29
H  -3.75382  2.53887  -3.13613  0.31
H  -5.51013  2.41827  -2.90625  0.31
H  -4.14540  -0.51621  -0.68627  0.25
C  1.77249  -4.45620  -1.73665  -0.68
N  0.95095  -4.81075  -2.92723  0.15
C  -0.48917  -4.56968  -2.81387  -0.68
C  1.58725  -5.36844  -4.00727  0.18
O  1.04726  -5.73243  -5.05030  -0.61
H  2.82232  -4.74932  -1.72995  0.40
H  1.36181  -4.98960  -0.87937  0.22
H  1.64657  -3.38727  -1.56449  -0.01
H  -0.54196  -3.51207  -2.55546  0.05
H  -1.04356  -4.70442  -3.74263  0.32
H  -1.00619  -5.15902  -2.05659  0.31
H  2.66898  -5.44161  -3.81568  0.31
C  -2.83143  0.02408  5.32432  -0.80
N  -2.76958  -1.20912  4.46373  0.13
C  -2.33431  -2.36205  5.09921  -0.99
C  -3.10263  -1.05058  3.18712  0.21
O  -3.07298  -1.87865  2.34685  -0.53
H  -3.65587  -0.04602  6.03388  0.38
H  -2.96106  0.89861  4.68675  0.06
H  -1.91800  0.10114  5.91407  0.36
H  -2.59701  -3.24420  4.51534  0.36
H  -1.24604  -2.37216  5.15977  0.33
H  -2.70925  -2.55362  6.10461  0.36
H  -3.41971  -0.03264  2.91244  0.26
Cl  0.14807  4.68527  -4.87389  -0.22
C  0.63156  3.01022  -4.60371  -0.49
C  1.26043  2.85035  -3.19190  0.06
Cl  0.05401  2.79151  -1.93566  -0.03
H  1.41916  2.90541  -5.34991  0.28
H  -0.20307  2.33481  -4.79163  0.37
H  1.97776  3.62683  -2.92615  0.41
H  1.74897  1.87696  -3.23590  -0.39
Cl  3.07819  1.98693  1.07328  -0.04
C  3.73558  3.38007  2.01806  -0.57
C  2.69466  4.40580  2.29807  -0.24
Cl  2.21816  5.20654  0.78822  -0.17
H  4.50053  3.88072  1.42452  0.34
H  4.13299  3.23751  3.02298  0.27
H  2.95154  5.17964  3.02146  0.39
H  1.79480  3.97207  2.73421  0.01
Cl  -1.56230  -2.22394  -0.62441  -0.16
C  -0.91282  -0.60466  -0.21242  -0.33
C  0.58811  -0.48416  -0.59248  0.41
Cl  0.84755  -0.70138  -2.37174  -0.34
H  -1.14741  -0.39674  0.83153  0.07
H  -1.39000  0.13934  -0.85027  0.27
H  1.08944  -1.31181  -0.09074  0.16
H  0.79371  0.49426  -0.15827  -0.11

Force components x, y, z for each atom (eV/Å):
C 0.966 -0.661 -1.297
N -1.555 1.577 0.696
C -0.051 0.051 -0.050
C 1.920 -1.369 1.431
O -0.936 1.295 -1.169
H -0.056 -0.094 0.622
H 0.012 -0.564 -0.358
H -0.434 -0.243 0.854
H 0.670 0.238 -0.109
H 0.424 -0.428 0.131
H -0.337 0.239 -0.751
H -0.515 -0.092 -0.126
C -0.610 -1.272 0.856
N 1.105 1.272 -0.903
C -0.560 0.148 -0.142
C -0.523 1.794 -1.003
O 0.158 -1.217 0.410
H 0.345 0.679 0.187
H -0.224 -0.153 -0.477
H 0.213 -0.549 -0.599
H 0.158 0.638 1.250
H -0.201 -0.600 0.666
H -0.114 -0.427 -0.190
H 0.278 -0.323 -0.057
C -0.161 -0.220 -0.948
N 1.494 1.363 1.002
C 0.088 -0.729 0.565
C -0.938 -0.796 -0.429
O -0.163 0.204 0.147
H 0.511 0.214 0.407
H 0.130 0.297 -0.029
H -0.036 -0.432 0.041
H 0.153 0.371 -0.664
H -0.326 -0.095 -0.572
H -0.257 0.233 0.618
H -0.407 -0.312 -0.278
C 0.114 -0.050 0.107
N -0.896 -1.358 -0.800
C 0.565 1.261 0.637
C 1.255 0.831 1.335
O -1.243 -1.140 -2.058
H -0.402 0.157 0.514
H 0.152 0.058 -0.197
H 0.506 -0.241 0.167
H -0.029 0.267 -0.203
H 0.005 0.254 -0.108
H -0.070 -0.046 0.057
H 0.126 0.013 0.698
C -1.512 -0.293 0.005
N 1.476 -0.934 -0.081
C 0.378 0.779 -0.317
C -1.536 0.082 -0.261
O 0.641 0.375 1.092
H -0.056 0.099 -0.832
H -0.239 0.118 0.058
H 0.279 0.095 0.133
H -0.472 -0.099 0.092
H 0.584 -0.172 -0.202
H 0.425 -0.147 0.255
H 0.054 -0.066 -0.207
C 0.041 -1.157 -0.503
N -0.865 3.767 2.011
C 1.063 -2.416 0.075
C -0.390 1.974 0.385
O 0.226 -2.815 -2.236
H -0.151 -0.030 -0.054
H 0.060 -0.170 0.137
H 0.151 0.109 -0.188
H -0.103 0.021 -0.158
H 0.219 -0.029 0.255
H -0.347 0.526 0.012
H 0.033 0.215 0.331
Cl -0.667 0.612 -0.003
C 1.132 0.480 0.734
C 0.093 -0.528 -1.604
Cl -0.753 0.031 0.680
H -0.031 -0.594 0.136
H 0.134 0.089 0.151
H -0.055 -0.069 -0.350
H 0.158 0.020 0.359
Cl 0.489 0.479 0.854
C 0.301 1.062 0.183
C -1.596 0.280 -0.042
Cl -0.348 0.363 -0.228
H 0.124 -0.481 -0.114
H 0.263 -1.428 -0.228
H 0.718 -0.054 -0.237
H -0.065 -0.301 -0.215
Cl -0.057 0.329 0.242
C 0.500 0.074 -1.381
C -1.778 -0.889 1.190
Cl -0.143 0.422 0.864
H 0.350 -0.010 -0.054
H -0.473 -0.155 0.214
H 0.498 0.309 -0.140
H 0.941 0.082 -0.694

Summary:
* relative energy (zero: lowest compared OMol25 entry of this formula, charge and spin): 3.566 eV
* LUMO: 0.3462 eV
* structure (SMILES): CN(C)C=O.CN(C)C=O.CN(C)C=O.CN(C)C=O.CN(C)C=O.CN(C)C=O.ClCCCl.ClCCCl.ClCCCl
* calculated total energy: -122123.1059 eV

2.
C4H9NO2 | ωB97M-V with the def2-TZVPD basis set

Each line ends with the Mulliken charge.
Atoms and positions in Å:
O  -0.70330  1.95732  1.65300  -0.56
C  -1.17338  1.07807  0.91077  0.03
C  -0.76234  -0.45747  0.59307  -0.27
C  0.35815  0.72290  -0.40367  -0.79
C  1.08961  -0.41109  -1.30989  -0.47
O  0.29805  -1.09512  -2.19926  -0.50
N  -0.07628  -1.08781  1.78417  -0.59
H  -1.87470  1.48164  0.03949  0.33
H  -1.64497  -1.00715  0.15682  0.42
H  -0.20089  1.44267  -0.98647  0.40
H  1.07607  1.17927  0.33170  0.34
H  1.82963  0.09791  -1.78674  0.45
H  1.48181  -1.03904  -0.58231  0.28
H  -0.64441  -0.92164  -1.92361  0.33
H  0.26387  -0.26104  2.33779  0.33
H  0.68307  -1.67942  1.38516  0.28

Force components x, y, z for each atom (eV/Å):
O -0.887 -2.855 -0.598
C -1.187 0.902 -0.723
C 0.419 5.086 2.946
C 1.053 -4.525 -0.906
C -2.350 2.448 2.208
O -2.506 0.128 -0.213
N -0.323 1.288 -2.652
H 0.545 -1.006 1.685
H 1.443 0.602 -0.038
H 0.194 0.042 -0.166
H -0.929 -0.635 -0.754
H 2.390 1.131 -1.726
H 1.145 -1.470 1.216
H 1.394 -0.540 -0.618
H 0.048 -1.342 -0.638
H -0.449 0.745 0.978

Summary:
* relative energy (zero: lowest compared OMol25 entry of this formula, charge and spin): 4.992 eV
* LUMO: 0.6690 eV
* calculated total energy: -9875.0686 eV

3.
C25H55BN5O2 | ωB97M-V with the def2-TZVPD basis set

Each line ends with the Mulliken charge.
Atoms and positions in Å:
C  -1.50278  0.31785  -1.53843  -0.67
C  -2.22760  0.13020  -0.25261  -0.14
C  -2.57938  -1.29391  0.47829  -0.55
C  -1.41669  -2.43610  0.39463  0.33
C  -1.56212  -3.91273  -0.21974  -0.35
N  -0.48513  -4.90042  -0.23869  0.18
N  0.79535  -4.83400  0.17059  -0.45
C  1.03795  -3.51976  0.75915  -0.29
C  0.08857  -2.25754  0.97554  0.41
B  0.63506  -0.89803  1.72664  0.47
O  1.04318  0.29411  0.90483  -0.43
O  0.78444  -0.82645  3.20556  -0.54
H  -1.98210  0.27240  -2.61626  0.27
H  -0.34639  0.60131  -1.45001  0.22
H  -2.62463  1.11447  0.28927  0.22
H  -2.90438  -1.10576  1.60872  0.29
H  -3.54950  -1.71986  -0.07179  0.35
H  -2.61738  -4.20309  -0.68160  0.34
H  -0.73755  -5.85307  -0.64786  0.31
H  2.15869  -3.37274  1.15096  0.34
H  0.92061  1.09630  1.52262  0.25
H  0.51217  -1.74732  3.54371  0.31
C  -5.53164  5.75392  2.22034  -1.41
C  -4.76079  4.48594  2.57799  -0.37
N  -3.30683  4.66391  2.60649  0.31
C  -2.57057  3.39560  2.67143  -0.01
C  -2.74581  2.54036  3.92024  -1.18
C  -2.80020  5.72177  3.48113  -0.47
C  -3.15039  5.64721  4.96417  -1.10
H  -5.18868  6.17072  1.26748  0.32
H  -6.59827  5.52502  2.12192  0.43
H  -5.43461  6.52243  2.99316  0.30
H  -5.01115  3.73905  1.81349  0.40
H  -5.14123  4.09794  3.52936  0.28
H  -1.50011  3.58960  2.52259  0.10
H  -2.86427  2.79037  1.80358  0.04
H  -2.20111  2.95221  4.77172  0.32
H  -2.34009  1.53752  3.74001  0.32
H  -3.79626  2.41771  4.20062  0.28
H  -3.15805  6.68464  3.09813  0.47
H  -1.70797  5.78735  3.38208  0.08
H  -4.19908  5.39316  5.13716  0.25
H  -2.97124  6.62014  5.43355  0.41
H  -2.52490  4.92288  5.49053  0.28
C  2.54772  -5.65600  -2.38206  -1.33
C  2.30324  -7.16263  -2.36863  -0.37
N  1.71348  -7.67885  -3.60644  0.10
C  1.22681  -9.05831  -3.48325  -0.62
C  2.25673  -10.14963  -3.21877  -0.97
C  2.43901  -7.38415  -4.84236  -0.68
C  3.88620  -7.85556  -4.94736  -0.95
H  1.62867  -5.10743  -2.61379  0.25
H  2.89536  -5.32719  -1.39677  0.32
H  3.31596  -5.37347  -3.10818  0.41
H  1.61406  -7.36240  -1.53790  0.43
H  3.24254  -7.67060  -2.12356  0.23
H  0.65401  -9.32245  -4.38203  0.36
H  0.49020  -9.08459  -2.66934  0.34
H  2.83446  -10.38557  -4.11427  0.22
H  1.74652  -11.07295  -2.91885  0.39
H  2.94857  -9.88705  -2.41285  0.28
H  2.42570  -6.29902  -4.99784  0.35
H  1.87838  -7.78094  -5.69986  0.34
H  4.46032  -7.65894  -4.03854  0.25
H  4.38607  -7.32824  -5.76656  0.37
H  3.94767  -8.92212  -5.17453  0.28
C  4.06226  6.10715  -0.90232  -1.44
C  2.79450  5.32391  -1.23283  -0.33
N  2.35571  4.42615  -0.16141  0.20
C  1.31557  3.48225  -0.58811  0.39
C  -0.03242  4.05760  -1.00472  -0.76
C  2.13875  5.03869  1.14949  -0.64
C  1.12965  6.17907  1.24360  -0.67
H  4.88043  5.43612  -0.62022  0.33
H  4.38467  6.67932  -1.77893  0.43
H  3.90045  6.82191  -0.08979  0.30
H  3.01746  4.72643  -2.12631  0.43
H  2.00738  6.03042  -1.51862  0.27
H  1.15370  2.73872  0.20349  -0.74
H  1.71152  2.90348  -1.43309  0.41
H  -0.61725  4.38205  -0.14214  0.00
H  -0.62129  3.28513  -1.51395  0.35
H  0.06649  4.89762  -1.69875  0.31
H  3.10206  5.40949  1.51883  0.38
H  1.85863  4.26247  1.87480  0.21
H  1.23144  6.90003  0.42868  0.25
H  1.27929  6.72599  2.18035  0.39
H  0.10218  5.80875  1.25501  -0.01

Force components x, y, z for each atom (eV/Å):
C -0.161 -0.161 1.142
C 0.812 0.255 -0.527
C -2.157 -0.293 -1.461
C 4.070 -2.639 0.240
C 0.886 1.961 1.061
N -2.626 1.314 -0.367
N -1.930 5.734 1.831
C -0.098 0.320 0.156
C -2.185 -3.961 -2.602
B 1.462 2.956 0.941
O -2.041 -2.173 3.787
O -1.270 -2.611 -3.718
H 1.337 -1.734 2.209
H -3.031 1.256 -0.308
H 2.365 -2.176 -0.064
H 0.999 -0.417 -2.473
H 1.958 0.373 1.285
H 2.725 0.272 1.024
H 0.420 1.720 0.615
H -2.766 -0.573 -1.051
H 0.621 -1.609 -1.312
H 0.596 2.116 -0.344
C 0.053 0.097 0.055
C 0.079 0.204 -0.088
N 0.352 -0.402 -0.191
C -0.187 0.284 -0.252
C 0.090 -0.269 0.262
C -0.091 0.337 -0.171
C 0.107 0.026 0.326
H 0.023 -0.059 0.162
H 0.170 -0.005 0.044
H -0.008 -0.063 -0.114
H 0.288 -0.045 0.123
H -0.126 -0.054 0.098
H -0.118 0.205 0.060
H -0.163 0.164 -0.008
H -0.136 -0.043 -0.033
H -0.012 0.059 0.013
H 0.123 0.064 -0.036
H -0.077 -0.190 -0.061
H -0.173 -0.247 -0.133
H 0.064 0.004 -0.043
H -0.023 -0.101 -0.062
H -0.162 0.022 0.006
C 0.183 0.006 -0.109
C -0.036 0.103 -0.336
N -0.403 -0.138 0.093
C -0.203 0.155 0.088
C 0.110 -0.370 0.005
C -0.010 0.373 -0.087
C 0.237 -0.162 -0.201
H 0.076 -0.060 -0.104
H 0.004 -0.114 -0.155
H -0.148 0.002 0.061
H -0.026 -0.275 -0.165
H 0.099 0.008 0.146
H 0.180 0.226 0.037
H 0.104 0.164 0.009
H 0.021 0.044 0.136
H 0.065 0.147 -0.042
H -0.066 -0.006 -0.108
H -0.042 -0.065 0.161
H -0.070 -0.064 0.355
H -0.052 -0.018 -0.033
H -0.064 -0.045 0.091
H 0.074 0.115 0.130
C -0.008 0.033 0.122
C 0.171 -0.031 0.132
N -0.199 -0.486 0.016
C 0.387 0.092 -0.139
C -0.406 -0.030 -0.032
C 0.372 0.121 0.010
C -0.274 0.139 0.203
H -0.157 0.063 0.009
H -0.098 -0.094 0.119
H 0.055 -0.080 -0.073
H -0.235 -0.122 0.209
H -0.056 0.116 -0.092
H 0.127 0.256 0.028
H 0.122 0.156 0.070
H 0.013 0.093 -0.091
H 0.064 0.071 0.035
H 0.020 -0.098 0.121
H -0.036 -0.054 -0.192
H 0.005 -0.083 -0.293
H 0.007 -0.084 0.038
H 0.004 -0.043 -0.087
H 0.036 0.118 -0.109

Summary:
* total charge: +1
* LUMO: -5.4301 eV
* calculated total energy: -39023.3981 eV

Q: calculated total energy of number 1 (C24H54Cl6N6O6)?
A: -122123.1059 eV